Record 1
ORCA calculation (the ωB97M-V functional and the def2-TZVPD basis) on the ion C6H11N5 with charge +2 in a non-equilibrium geometry.

The SMILES is CN/C(=[NH+]/C=[NH2+])c1cnc[nH]1. The relative energy (zero: lowest compared OMol25 entry of this formula, charge and spin) comes out at 211.0 kJ/mol. Its electronic energy is -13832.242 eV.

```
! wB97M-V def2-TZVPD RIJCOSX def2/J DEFGRID3
* xyz 2 1
C -2.10771 -1.05869 1.43498
N -1.10941 -1.08631 0.40918
C -0.15248 -0.20026 0.29476
N 0.97794 -0.52474 -0.97628
C 1.13492 0.08698 -2.09579
N 2.20559 -0.05494 -2.85559
C 0.27843 0.92910 1.05102
C 1.48305 1.62067 0.80485
N 1.57650 2.56364 1.75271
C 0.53370 2.41141 2.56673
N -0.29046 1.45506 2.13369
H -2.96376 -0.34483 1.07343
H -2.53658 -2.07829 1.45396
H -1.76510 -0.75423 2.43283
H -1.12468 -1.94748 -0.19248
H 1.46346 -1.38918 -0.93240
H 0.52910 0.88473 -2.21539
H 2.30983 0.33104 -3.82623
H 2.85304 -0.86901 -2.79831
H 2.09297 1.44572 -0.04483
H 0.39390 3.09245 3.50985
H -1.07189 0.99319 2.65188
*
```



Record 2
ORCA calculation (the ωB97M-V functional and the def2-TZVPD basis) on an isolated molecule of C6H11N5O2 in a non-equilibrium geometry.

The SMILES is CC(C)(C)Cn1nnnc1[N+](=O)[O-]. The relative energy (zero: lowest compared OMol25 entry of this formula, charge and spin) comes out at 469.1 kJ/mol. Its electronic energy is -17940.453 eV.

```
! wB97M-V def2-TZVPD RIJCOSX def2/J DEFGRID3
* xyz 0 1
C 2.15266 -1.18031 -0.41485
C 1.11520 -0.09726 0.00267
C 0.61189 -0.38707 1.42932
C 1.74698 1.26389 -0.06496
C -0.08955 -0.28062 -0.95311
N -1.20685 0.53426 -0.61166
N -1.15159 1.82901 -0.83373
N -2.27399 2.32406 -0.38131
N -3.05009 1.39709 0.11851
C -2.42717 0.29293 -0.07282
N -3.01216 -0.96948 0.35255
O -2.22893 -1.89910 0.37243
O -4.13692 -0.91861 0.72944
H 1.59483 -1.96993 -0.99464
H 2.79326 -1.38534 0.37639
H 2.87601 -0.71738 -1.07302
H 1.18063 -0.31808 2.26287
H -0.18939 0.36560 1.68091
H 0.04296 -1.41157 1.26722
H 2.08189 1.38616 -1.12221
H 2.69160 1.32185 0.56121
H 1.07925 2.05494 0.40233
H 0.16978 0.10833 -1.99048
H -0.37030 -1.34338 -1.04306
*
```



Record 3
ORCA calculation (the ωB97M-V functional and the def2-TZVPD basis) on an isolated molecule of C6H11NO in a non-equilibrium geometry.

The SMILES is NCC/C=C/C=C/O. The relative energy (zero: lowest compared OMol25 entry of this formula, charge and spin) comes out at 327.2 kJ/mol. Its electronic energy is -9935.063 eV.

```
! wB97M-V def2-TZVPD RIJCOSX def2/J DEFGRID3
* xyz 0 1
N -3.24520 0.19182 -0.52779
C -1.94950 0.38340 0.16614
C -1.42348 -1.02247 0.43965
C 0.08053 -0.81613 0.72925
C 1.04162 -0.76792 -0.28337
C 2.39519 -0.24625 0.10563
C 2.89643 0.85584 -0.46053
O 4.14546 1.23921 -0.11724
H -3.74334 -0.50515 -0.01018
H -3.61726 1.05456 -0.80048
H -1.88127 1.01556 1.06701
H -1.35472 0.68815 -0.66679
H -2.00178 -1.61438 1.22186
H -1.78550 -1.73995 -0.39976
H 0.17976 -0.63224 1.78122
H 0.68534 -0.83363 -1.36272
H 2.86905 -0.75232 0.91398
H 2.26138 1.52823 -1.14154
H 4.44730 1.97365 -0.65434
*
```



Record 4
ORCA calculation (the ωB97M-V functional and the def2-TZVPD basis) on a cluster of 2 separate species, C6H11NO in total in a non-equilibrium geometry.

The SMILES is CC(=O)CN.C=C=C. The relative energy (zero: lowest compared OMol25 entry of this formula, charge and spin) comes out at 622.9 kJ/mol. Its electronic energy is -9931.999 eV.

```
! wB97M-V def2-TZVPD RIJCOSX def2/J DEFGRID3
* xyz 0 1
C 0.18207 1.23506 1.26908
C 0.04641 -0.26502 1.19989
O -0.28464 -0.97483 2.13583
C 1.38474 -0.89740 0.35749
N 1.91045 -0.17518 -0.78616
H 0.53089 1.64736 0.32492
H -0.79622 1.66358 1.48832
H 0.89541 1.49906 2.04916
H 2.09594 -0.85597 1.18828
H 1.16815 -1.95032 0.14693
H 1.91931 -0.76551 -1.61205
H 2.87705 0.08584 -0.62577
C -2.07863 -0.53006 0.11913
C -1.62074 -0.15138 -1.07598
C -1.22507 0.52333 -2.10176
H -1.88697 -1.50572 0.54363
H -3.06969 -0.22173 0.43266
H -0.32318 0.21072 -2.63033
H -1.72529 1.42815 -2.42328
*
```



Record 5
ORCA calculation (the ωB97M-V functional and the def2-TZVPD basis) on an isolated molecule of C6H11NO in a non-equilibrium geometry.

The relative energy (zero: lowest compared OMol25 entry of this formula, charge and spin) comes out at 510.0 kJ/mol. Its electronic energy is -9933.169 eV.

```
! wB97M-V def2-TZVPD RIJCOSX def2/J DEFGRID3
* xyz 0 1
C 0.90886 -0.09127 0.82909
C -1.25761 -1.00142 -1.60107
C 1.22775 -1.00222 1.94766
N -0.87029 -0.95142 -0.20316
C -0.49095 0.27623 0.53765
C -0.30918 1.57400 -0.34837
C 0.64910 2.06199 -1.12446
O -1.13949 0.51286 1.65050
H -1.37887 -1.56468 0.42304
H 1.77859 0.16541 0.22388
H -1.23942 2.13165 -0.28424
H -1.41695 -2.03887 -1.89824
H -0.46606 -0.57234 -2.21485
H -2.18071 -0.44426 -1.80304
H 0.34660 -1.32884 2.49266
H 1.89063 -0.47907 2.64717
H 1.78682 -1.86883 1.58041
H 0.53199 3.01074 -1.63298
H 1.62919 1.61031 -1.22164
*
```



Record 6
ORCA calculation (the ωB97M-V functional and the def2-TZVPD basis) on an isolated molecule of C6H11NO in a non-equilibrium geometry.

The SMILES is CC[C@H]1C(=O)[C@H]1CN. The relative energy (zero: lowest compared OMol25 entry of this formula, charge and spin) comes out at 420.6 kJ/mol. Its electronic energy is -9934.095 eV.

```
! wB97M-V def2-TZVPD RIJCOSX def2/J DEFGRID3
* xyz 0 1
C -0.15314 -2.01239 -0.40476
C -0.93830 -0.96960 -1.16465
C -1.25398 0.60906 -0.37343
C -1.52282 0.01715 0.86392
O -1.89908 -0.62036 1.77001
C -0.21044 1.27734 0.40430
C 1.23631 1.27620 -0.03286
N 2.22295 1.15475 1.04146
H 0.62108 -1.54291 0.20964
H 0.34636 -2.69644 -1.09288
H -0.79504 -2.60712 0.24208
H -0.36204 -0.58766 -2.00782
H -1.90530 -1.33338 -1.50948
H -2.00859 1.03515 -1.03613
H -0.46871 2.00810 1.16067
H 1.42325 0.46600 -0.74683
H 1.47061 2.20018 -0.58169
H 2.19338 1.97300 1.63840
H 2.00352 0.35291 1.62004
*
```



Record 7
ORCA calculation (the ωB97M-V functional and the def2-TZVPD basis) on a structure of composition C6H11NO in a non-equilibrium geometry.

The relative energy (zero: lowest compared OMol25 entry of this formula, charge and spin) comes out at 685.6 kJ/mol. Its electronic energy is -9931.349 eV.

```
! wB97M-V def2-TZVPD RIJCOSX def2/J DEFGRID3
* xyz 0 1
C 2.89225 -0.66034 0.36601
C 0.49963 -0.40714 -0.36988
C 0.77429 1.12604 -0.54185
C -0.02001 1.81269 0.04302
C -0.57897 -1.10724 -0.09184
C -2.09491 -0.78065 -0.61629
H 3.64022 -1.60264 0.41135
H 2.64177 -0.70109 1.53294
H 3.35702 0.29677 0.09659
H 1.79230 1.59741 -0.90879
H -0.83521 1.74460 0.78676
H 0.23778 2.99674 0.01454
H -0.26969 -2.10915 0.15744
H -2.60136 -1.43374 -1.34854
H -1.83553 0.21572 -0.98296
H -3.69494 0.63130 0.11791
H -2.42333 -0.02838 1.22510
N -3.16505 -0.51487 0.49728
O 1.68376 -1.07602 -0.38880
*
```



Record 8
ORCA calculation (the ωB97M-V functional and the def2-TZVPD basis) on an isolated molecule of C6H11NO in a non-equilibrium geometry.

The SMILES is [H]/N=C/C(=O)[C@H](C)CC. The relative energy (zero: lowest compared OMol25 entry of this formula, charge and spin) comes out at 260.9 kJ/mol. Its electronic energy is -9935.750 eV.

```
! wB97M-V def2-TZVPD RIJCOSX def2/J DEFGRID3
* xyz 0 1
H 3.49595 -1.69526 -0.09702
N 2.73877 -0.99954 -0.43017
C 2.18248 -0.28284 0.47671
C 1.04891 0.64975 0.19029
O 1.11325 1.75703 0.66969
C -0.15539 0.43587 -0.81624
C -1.15754 1.59555 -0.68028
C -0.78133 -0.90456 -0.38115
C -1.37037 -0.83506 0.95870
H 2.49502 -0.29278 1.50226
H 0.48166 0.47904 -1.78794
H -0.61837 2.39534 -1.03573
H -2.05654 1.33063 -1.16337
H -1.38289 1.86403 0.35054
H 0.04764 -1.70827 -0.44276
H -1.54901 -1.41219 -1.22427
H -2.43665 -0.29537 0.94082
H -0.62042 -0.31726 1.63302
H -1.47517 -1.76410 1.33689
*
```



Record 9
ORCA calculation (the ωB97M-V functional and the def2-TZVPD basis) on an isolated molecule of C6H11NO in a non-equilibrium geometry.

The SMILES is O[C@@]12CCCN[C@H]1C2. The relative energy (zero: lowest compared OMol25 entry of this formula, charge and spin) comes out at 443.7 kJ/mol. Its electronic energy is -9933.855 eV.

```
! wB97M-V def2-TZVPD RIJCOSX def2/J DEFGRID3
* xyz 0 1
O 1.33253 -0.98359 -0.01404
C 0.47543 -0.21711 -0.81514
C -0.80160 -1.07523 -0.89970
C -1.22554 -0.98735 0.50603
C -1.21760 0.32575 1.29200
N 0.01351 1.16360 1.21890
C 0.22518 1.10350 -0.19807
C 1.29638 1.04232 -1.24885
H 2.26097 -1.26618 -0.46978
H -1.58171 -0.57425 -1.59924
H -0.77084 -2.06822 -1.39814
H -2.32411 -1.21188 0.52132
H -0.67743 -1.74121 1.08563
H -2.10848 0.88915 0.89486
H -1.51071 0.00889 2.40952
H 0.65638 0.57212 1.72610
H -0.65199 1.52161 -0.62092
H 2.26219 1.02499 -0.56851
H 1.17735 1.41712 -2.21836
*
```



Record 10
ORCA calculation (the ωB97M-V functional and the def2-TZVPD basis) on an isolated molecule of C6H11NO in a non-equilibrium geometry.

The SMILES is C[C@@H]1CCCN1C=O. The relative energy (zero: lowest compared OMol25 entry of this formula, charge and spin) comes out at 32.9 kJ/mol. Its electronic energy is -9938.113 eV.

```
! wB97M-V def2-TZVPD RIJCOSX def2/J DEFGRID3
* xyz 0 1
C -1.23820 -0.68430 -1.51089
C -0.38357 0.28416 -0.70909
C 1.11107 0.18538 -0.98594
C 1.75336 0.36302 0.37657
C 0.79472 -0.36636 1.32763
N -0.49333 -0.03155 0.72064
C -1.52509 0.43906 1.45712
O -2.32128 1.26337 1.05821
H -2.27901 -0.77576 -1.18819
H -1.24789 -0.38138 -2.55893
H -0.88598 -1.70997 -1.36762
H -0.80222 1.28338 -0.86534
H 1.32406 -0.81424 -1.36891
H 1.49096 0.91081 -1.70167
H 1.66034 1.39803 0.71268
H 2.80218 0.10481 0.50852
H 0.79150 -0.02233 2.36010
H 1.00847 -1.43772 1.27339
H -1.56008 -0.00841 2.46172
*
```